(1)
A gas-phase ion, C7H14O5P (charge +1) in a non-equilibrium geometry, computed with wB97M-V/def2-TZVPD.

Geometry as ORCA input:
```
! wB97M-V def2-TZVPD RIJCOSX def2/J DEFGRID3
* xyz 1 1
C -0.0663 -1.5977 -1.9927
C 1.2354 -1.9637 -1.3535
C -1.1170 0.9670 -0.5234
C -1.5634 -0.4092 -0.3353
C -1.2687 1.9685 0.7437
C -2.5768 -0.8249 0.5948
C 2.8874 1.3582 1.7894
O -1.1578 -1.4156 -1.0311
O 2.0167 -0.8210 -0.9840
O 0.1912 1.0657 -0.9798
O 0.4989 -0.5523 0.9733
O 2.3111 1.1771 0.4460
P 1.2779 0.2225 -0.0218
H -0.0792 -0.8709 -2.8544
H -0.4777 -2.5581 -2.4738
H 0.8981 -2.5194 -0.4099
H 1.8077 -2.5508 -1.9694
H -1.6906 1.3852 -1.2867
H -0.4163 1.7168 1.3193
H -2.2629 1.7460 0.9228
H -1.1984 2.9335 0.3064
H -2.1927 -0.8280 1.6346
H -2.9384 -1.8417 0.4129
H -3.2622 -0.0104 0.8299
H 3.7372 1.8890 1.6334
H 3.2120 0.4509 2.2151
H 2.1946 1.8829 2.3941
*
```

The HOMO energy is -14.8 eV. Its total energy is -992.4425 Ha. For the orbital gap, the calculation gives 10.425 eV. Its energy relative to the best compared isomer or geometry (same formula, charge and spin) is 50.4 kJ/mol.

=====

(2)
2 unconnected molecules or ions with the total composition C7H14OSi in a non-equilibrium geometry, computed with wB97M-V/def2-TZVPD.

Geometry as ORCA input:
```
! wB97M-V def2-TZVPD RIJCOSX def2/J DEFGRID3
* xyz 0 1
C -2.7954 -0.4461 -0.8339
C -2.4991 -1.5021 -1.3254
C -1.9035 -2.9023 -3.2006
C 2.7617 0.8829 0.7747
C 0.2917 -0.1327 2.4780
C -0.0003 2.3807 0.6836
C -2.1526 -2.7405 -1.9075
O 0.5366 -0.2661 -0.4203
Si 0.8727 0.6922 0.8581
H -3.0535 0.4689 -0.3901
H -1.6288 -3.8626 -3.6030
H -0.3558 -0.5497 -0.6181
H -1.9667 -2.0835 -3.8977
H 3.2176 -0.0274 0.3998
H 3.0438 1.6889 0.1054
H 3.1911 1.0961 1.7473
H 0.6165 0.4186 3.3538
H -0.7921 -0.1978 2.5196
H 0.6810 -1.1423 2.5615
H 0.3632 3.1021 1.4076
H 0.1643 2.7987 -0.3052
H -1.0732 2.2933 0.8270
H -2.0853 -3.5694 -1.2118
*
```

The HOMO energy is -9.7 eV. Its total energy is -639.8338 Ha. For the orbital gap, the calculation gives 10.357 eV. Its energy relative to the best compared isomer or geometry (same formula, charge and spin) is 0.0 kJ/mol.

=====

(3)
A molecular structure, C7H14PPbS in a non-equilibrium geometry, computed with wB97M-V/def2-TZVPD.

Geometry as ORCA input:
```
! wB97M-V def2-TZVPD RIJCOSX def2/J DEFGRID3
* xyz -1 1
C 0.4148 -0.0956 -2.3943
C -0.7464 -0.8988 -2.5158
C -0.4832 -2.1551 -1.9469
C 0.8462 -2.1583 -1.4932
C 1.4191 -0.9017 -1.7752
Pb -0.9083 0.5252 1.0757
P -0.7357 2.9302 0.4736
H 0.5743 0.8545 -2.8706
H -1.6716 -0.5755 -2.9556
H -1.2325 -2.8796 -1.6645
H 2.4566 -0.6318 -1.6461
H 1.3323 -2.9407 -0.9251
H -1.6580 3.3485 1.5152
H -1.1490 3.6507 -0.7332
H 0.5037 3.6059 0.8355
C 0.7732 -3.2316 3.2811
S 0.9451 -2.1013 1.8534
C 1.8234 -0.7838 2.7064
H 0.0016 -3.9800 3.0668
H 0.4560 -2.6572 4.1797
H 1.7238 -3.7290 3.4707
H 1.1325 -0.1446 3.2648
H 2.5521 -1.2275 3.3823
H 2.3276 -0.1513 1.9647
*
```

The HOMO energy (spin up / spin down) is -2.1 / -2.1 eV. Its total energy is -1207.3638 Ha. For the orbital gap (spin up / spin down), the calculation gives 4.929 / 4.848 eV.

=====

(4)
2 unconnected molecules or ions with the total composition C7H14S in a non-equilibrium geometry, computed with wB97M-V/def2-TZVPD.

Geometry as ORCA input:
```
! wB97M-V def2-TZVPD RIJCOSX def2/J DEFGRID3
* xyz 0 1
C 1.0160 0.4946 1.4475
C 0.8597 -0.7581 0.6059
C -0.2067 0.2702 0.6499
C 0.7103 -2.1333 1.2091
C -1.6044 0.1500 1.1222
C 0.5381 0.6203 -2.3582
C -0.1320 1.4283 -1.3021
S -1.8064 1.9015 -1.6133
H 0.9371 0.4100 2.5253
H 1.7425 1.2299 1.1315
H 1.4674 -0.7791 -0.2908
H 1.6846 -2.6181 1.2755
H 0.0688 -2.7530 0.5828
H 0.2825 -2.0885 2.2090
H -1.6746 -0.6289 1.8838
H -2.2685 -0.1223 0.3041
H -1.9505 1.0894 1.5502
H 1.5778 0.4380 -2.0919
H 0.5279 1.1662 -3.3047
H 0.0331 -0.3324 -2.5093
H 0.4095 2.2909 -0.9404
H -2.2120 0.7244 -2.0861
*
```

The HOMO energy is -7.7 eV. Its total energy is -673.1862 Ha. For the orbital gap, the calculation gives 8.565 eV. Its energy relative to the best compared isomer or geometry (same formula, charge and spin) is 289.3 kJ/mol.

=====

(5)
A single C7H14S molecule in a non-equilibrium geometry, computed with wB97M-V/def2-TZVPD.

Geometry as ORCA input:
```
! wB97M-V def2-TZVPD RIJCOSX def2/J DEFGRID3
* xyz 0 1
C 0.4783 1.1175 -0.6297
C -0.3611 -1.1997 -0.4939
C 1.0990 -1.2547 -0.2372
C 1.7058 0.1775 -0.4623
C -1.2278 -2.3694 0.0252
C 2.4960 0.8214 0.6895
C -2.5905 1.8677 0.3335
S -0.9631 0.4489 -0.3031
H 0.5579 2.1720 -0.3921
H 1.3225 -1.7763 0.7642
H 1.5498 -1.9513 -0.9350
H 2.2457 0.1645 -1.3260
H -1.6801 -3.0456 -0.7175
H -2.0691 -1.7750 0.5274
H -0.7418 -2.9582 0.6993
H 1.9355 1.3989 1.4801
H 3.2703 1.5138 0.3769
H 3.1592 0.0161 1.0198
H -3.3640 1.3959 -0.1909
H -2.8676 1.9874 1.3834
H -2.2104 2.6898 -0.0874
H -1.7445 0.5587 -1.5243
*
```

The HOMO energy (spin up / spin down) is -6.3 / -6.7 eV. Its total energy is -672.9961 Ha. For the orbital gap (spin up / spin down), the calculation gives 6.253 / 6.786 eV. Its energy relative to the best compared isomer or geometry (same formula, charge and spin) is 788.5 kJ/mol.

=====

(6)
A molecular structure, C7H15Cl2F3O4Si2 in a non-equilibrium geometry, computed with wB97M-V/def2-TZVPD.

Geometry as ORCA input:
```
! wB97M-V def2-TZVPD RIJCOSX def2/J DEFGRID3
* xyz 0 1
C 2.4172 2.7383 0.0508
C 1.7090 2.4656 -1.2732
O 0.4922 3.1691 -1.4218
C -0.5720 2.5863 -0.7220
C -1.2257 1.4464 -1.5130
O -2.0171 0.6642 -0.6152
Si -1.7917 -0.9538 -0.6309
O -0.3253 -1.4234 -1.1946
C 0.1365 -2.7003 -0.7403
C 1.4093 -3.0041 -1.5117
O -2.0299 -1.4929 0.9564
Si -1.3269 -0.6449 2.1530
Cl 0.6385 -0.1702 1.7441
Cl -2.4013 1.0264 2.6768
C -1.2631 -1.7356 3.7543
F -2.0672 -2.7712 3.6064
F -0.0528 -2.2239 3.9681
F -1.6072 -1.0889 4.8365
H 3.0706 1.9005 0.2525
H 2.9654 3.6675 0.0278
H 1.6887 2.8043 0.8478
H 1.5995 1.3971 -1.4443
H 2.3592 2.8286 -2.0616
H -1.3388 3.3410 -0.5846
H -0.3105 2.2560 0.2768
H -0.4197 0.9006 -2.0007
H -1.8232 1.9036 -2.2888
H -2.8341 -1.6253 -1.4117
H 0.4019 -2.6572 0.3073
H -0.5834 -3.4906 -0.9292
H 2.1525 -2.2723 -1.2246
H 1.1959 -2.8283 -2.5572
H 1.7535 -4.0127 -1.3337
*
```

The HOMO energy is -9.9 eV. Its total energy is -2375.9297 Ha. For the orbital gap, the calculation gives 10.585 eV.